# 1
77
Properties=species:S:1:pos:R:3:forces:R:3 method="wB97M-V/def2-TZVPD" energy_ha=-4082.520797 largest_force_ev_per_a=2.5 total_charge=-2
Ti 0.772 -0.311 -1.079 -1.04 -0.42 -2.22
S 2.470 -2.120 -0.528 -0.11 -0.04 -0.27
C 2.620 -3.058 -2.026 0.06 0.12 0.29
C 3.246 -4.309 -1.975 0.01 -0.04 0.00
C 3.430 -5.090 -3.107 -0.06 0.17 0.03
C 2.985 -4.614 -4.336 -0.03 0.09 0.09
C 2.369 -3.372 -4.402 -0.03 0.08 0.07
C 2.169 -2.571 -3.266 -0.16 -0.02 -0.23
S 1.375 -1.005 -3.448 0.10 -0.11 0.31
C -0.808 -2.406 -1.752 0.05 -0.67 0.42
C -1.722 -1.430 -1.574 -0.25 0.50 0.26
C -2.962 -1.304 -2.322 0.43 -0.02 0.12
C -3.870 -0.403 -1.914 -0.23 0.46 0.31
C -3.598 0.472 -0.804 -0.52 -0.24 -0.49
C -2.367 0.447 -0.239 0.79 -0.38 -0.03
C -2.008 1.458 0.810 -0.11 -0.09 0.06
S -2.033 0.945 2.579 0.20 -0.22 -0.27
C -3.452 -0.108 2.660 -0.44 0.05 0.03
C -4.703 0.517 2.528 0.19 -0.11 -0.03
C -5.891 -0.190 2.559 0.15 -0.11 0.00
C -5.811 -1.575 2.737 0.11 0.01 0.02
C -4.589 -2.197 2.894 0.13 0.07 0.00
C -3.341 -1.507 2.887 -0.11 0.02 0.04
S -1.863 -2.377 3.173 -0.36 0.22 -0.04
N -1.398 -0.423 -0.659 0.31 0.13 0.09
H 3.591 -4.664 -1.010 -0.03 0.01 -0.02
H 3.912 -6.058 -3.027 0.00 0.00 0.00
H 3.109 -5.206 -5.236 0.01 0.00 -0.02
H 2.017 -2.992 -5.355 0.00 -0.02 0.01
H -0.060 -2.585 -0.993 0.00 -0.16 0.21
H -0.903 -3.172 -2.506 0.06 0.18 -0.23
H -3.138 -1.967 -3.159 0.00 -0.03 0.01
H -4.821 -0.326 -2.430 -0.04 0.03 0.02
H -4.344 1.157 -0.430 -0.07 -0.01 -0.04
H -2.664 2.320 0.713 -0.04 0.06 -0.09
H -0.986 1.781 0.638 0.02 0.02 0.06
H -4.720 1.593 2.385 0.02 -0.02 0.03
H -6.844 0.313 2.444 0.01 -0.01 0.00
H -6.718 -2.171 2.759 0.01 -0.01 -0.01
H -4.542 -3.269 3.038 -0.02 -0.01 0.00
C 1.246 1.243 4.081 -0.01 0.02 0.09
C 1.803 -0.001 3.383 -0.04 -0.05 -0.44
C 1.403 -1.279 4.126 -0.04 -0.01 -0.02
C 3.331 0.094 3.227 -0.06 -0.02 -0.03
C 1.233 -0.034 2.022 -0.03 0.05 0.54
N 0.817 -0.014 0.960 0.46 -0.06 0.59
H 1.669 1.273 5.088 -0.02 0.06 0.01
H 0.157 1.195 4.148 0.13 -0.02 0.02
H 1.526 2.155 3.548 0.00 -0.06 0.02
H 1.841 -1.224 5.127 -0.03 -0.07 0.02
H 1.783 -2.166 3.614 0.05 0.08 0.02
H 0.316 -1.386 4.187 0.06 0.08 0.02
H 3.758 0.205 4.227 0.06 -0.01 -0.03
H 3.619 0.936 2.598 -0.05 0.03 0.04
H 3.729 -0.809 2.762 -0.03 0.01 0.04
C 1.640 4.302 -2.214 0.42 0.26 -0.33
Si 0.432 3.274 -1.239 -0.11 -0.07 0.10
C -1.250 4.112 -1.337 -0.41 0.17 -0.05
C 0.983 3.482 0.535 0.10 -0.07 0.40
C 0.346 1.601 -1.999 0.26 -0.52 0.03
H 1.698 5.322 -1.815 0.04 -0.06 -0.08
H 1.347 4.350 -3.270 0.04 0.03 0.10
H 2.643 3.855 -2.166 -0.13 0.08 0.00
H -1.221 4.972 -2.018 -0.04 -0.06 0.07
H -1.561 4.470 -0.349 -0.01 0.04 -0.10
H -2.023 3.424 -1.697 0.09 0.08 0.05
H 1.137 4.555 0.707 -0.01 -0.07 0.03
H 1.915 2.946 0.731 -0.07 0.10 -0.02
H 0.234 3.134 1.252 0.11 0.12 0.01
H 0.993 1.623 -2.881 0.02 0.08 -0.03
H -0.673 1.421 -2.353 -0.08 -0.04 -0.05
C 3.666 0.713 -2.127 0.07 0.06 -0.16
C 2.702 0.685 -0.952 0.30 0.49 0.73
O 3.124 1.251 0.055 -0.13 -0.14 -0.01
H 4.413 1.482 -1.916 0.06 -0.02 -0.02
H 3.165 0.883 -3.076 0.02 0.05 -0.04
H 4.146 -0.265 -2.194 -0.02 0.00 -0.03


# 2
68
Properties=species:S:1:pos:R:3:forces:R:3 method="wB97M-V/def2-TZVPD" energy_ha=-3895.066414 largest_force_ev_per_a=4.9 total_charge=+4
Br 1.919 -0.961 -0.362 -0.14 0.20 0.02
C 5.929 -0.948 -0.186 -0.83 -0.04 -0.82
C 5.923 0.454 -0.671 3.66 0.55 0.03
O 6.937 1.071 -0.884 -1.88 -0.56 -0.13
N 4.679 1.300 -0.723 0.56 -0.62 -0.17
H 3.846 0.864 -0.353 -0.45 -0.62 0.36
H 5.000 2.025 -0.098 -0.39 0.92 0.19
C 4.378 1.820 -2.089 -0.32 0.73 0.41
H 5.199 -1.009 0.621 0.33 -0.47 0.26
H 6.961 -1.251 -0.007 -0.18 0.31 0.59
H 5.618 -1.601 -1.001 -0.43 -0.07 -0.09
H 4.293 0.987 -2.788 0.14 0.18 0.08
H 5.134 2.562 -2.347 0.03 -0.36 -0.23
H 3.429 2.332 -1.935 -0.02 0.03 -0.51
C -2.432 1.973 -2.334 -2.08 -0.95 0.34
C -1.167 1.538 -1.676 1.69 4.16 -0.88
O -0.553 2.313 -0.959 -1.16 -2.37 -0.40
N -0.331 0.485 -2.334 -0.14 1.11 -0.12
H 0.297 0.219 -1.589 1.28 -0.71 0.63
H -0.852 -0.343 -2.583 -0.22 -0.30 -0.61
C 0.481 1.116 -3.496 0.13 -0.95 0.14
H -3.127 2.343 -1.581 0.27 0.03 0.32
H -3.027 1.207 -2.830 0.41 -0.34 -0.19
H -2.390 2.814 -3.026 0.96 -0.02 -0.07
H 1.176 0.366 -3.875 -0.43 -0.37 -0.02
H 1.150 1.884 -3.109 -0.77 0.32 0.18
H -0.218 1.407 -4.281 0.21 0.25 0.20
C 0.929 -6.728 -0.092 0.58 1.30 -0.13
C 1.606 -5.488 -0.710 1.27 -1.51 -4.43
O 2.003 -5.423 -1.872 -1.44 0.45 4.09
N 1.920 -4.282 0.220 2.11 -2.45 -0.55
H 1.487 -3.399 -0.010 -0.03 0.71 -0.64
H 1.580 -4.603 1.115 0.15 0.28 0.66
C 3.482 -4.184 0.232 0.13 1.38 1.05
H 1.041 -6.733 0.992 -0.57 0.03 0.03
H 1.326 -7.676 -0.454 0.40 0.36 -0.36
H -0.086 -6.675 -0.486 -0.33 -0.09 0.56
H 4.002 -4.025 -0.713 -1.11 -0.39 -0.48
H 3.987 -4.995 0.756 -0.75 -0.37 -0.06
H 3.709 -3.276 0.790 -0.21 -0.05 0.20
C 0.930 -0.735 3.412 0.69 -0.45 0.94
N -0.207 0.066 2.982 -0.72 -0.04 -0.80
C -0.678 1.164 3.672 0.56 -2.60 -0.70
C -1.798 1.790 3.221 -0.06 0.75 0.77
C -2.471 1.351 2.097 1.71 -0.19 0.37
C -1.937 0.266 1.405 0.33 0.15 -0.42
C -0.800 -0.403 1.844 -0.87 1.80 1.02
C -3.646 2.040 1.593 -1.10 -0.95 -0.27
C -3.517 3.217 0.852 -2.07 0.39 0.39
C -4.694 3.705 0.253 0.37 -1.40 0.61
N -5.865 2.994 0.382 0.39 1.78 -1.22
C -5.978 1.899 1.116 0.97 -1.49 0.06
C -4.857 1.333 1.739 -0.23 1.75 -0.94
C -7.048 3.436 -0.454 -0.52 -0.80 0.61
H 0.566 -1.653 3.874 -0.11 0.14 0.27
H 1.535 -0.183 4.131 -0.04 -0.08 -0.11
H 1.530 -1.057 2.561 -0.03 0.49 -0.12
H -0.252 1.336 4.650 0.41 0.31 -0.16
H -2.094 2.627 3.836 -0.48 0.15 -0.19
H -2.347 0.085 0.422 -0.21 -0.68 0.10
H -0.360 -1.251 1.341 0.11 0.17 0.07
H -2.591 3.772 0.854 0.04 0.00 -0.39
H -4.700 4.553 -0.416 -0.19 0.18 0.17
H -6.895 1.340 1.003 -0.30 0.23 0.42
H -4.939 0.387 2.253 0.04 0.06 0.10
H -7.065 4.521 -0.558 0.12 -0.29 -0.19
H -7.957 3.081 0.031 0.07 0.47 0.52
H -7.103 2.841 -1.365 0.71 0.50 -0.37


# 3
28
Properties=species:S:1:pos:R:3:forces:R:3 method="wB97M-V/def2-TZVPD" energy_ha=-732.444242 largest_force_ev_per_a=4.0 total_charge=0
C -4.025 -0.844 0.436 0.99 1.09 -0.80
C -1.772 0.013 0.490 1.07 -0.49 -1.08
C -3.168 0.218 0.295 -1.77 -0.25 0.76
C 1.707 -0.487 -0.674 -0.78 -1.99 1.63
C 0.714 -1.079 0.061 -0.01 0.41 -1.96
C -3.506 1.631 -0.097 -0.15 -0.86 -0.19
C 1.445 0.259 -1.913 1.10 -0.80 -1.68
C 0.831 -1.974 1.264 -1.32 0.06 -1.81
C 3.084 1.115 0.469 -0.72 2.18 0.89
C 3.159 -0.264 -0.194 -2.77 1.22 0.47
P -1.044 -1.045 -0.547 0.81 -0.92 -0.15
H -5.130 -0.866 0.197 1.59 0.09 0.41
H -3.403 -1.728 0.651 -1.27 -0.10 0.14
H -1.150 0.763 0.906 0.31 0.67 1.02
H -4.515 1.530 -0.382 -1.38 0.75 -0.59
H -3.398 2.389 0.648 0.01 0.19 0.95
H -2.900 1.988 -0.920 0.11 -0.24 -0.44
H 1.904 1.170 -1.616 -0.35 1.59 -0.89
H 2.019 -0.105 -2.831 -0.31 0.14 1.34
H 0.436 0.299 -2.274 -0.60 0.45 0.31
H 1.069 -1.386 2.044 1.94 1.84 2.97
H -0.104 -2.339 1.665 -0.61 -0.46 -0.71
H 1.472 -2.777 1.056 1.12 -1.09 0.18
H 2.146 1.306 1.112 1.53 -0.89 -0.54
H 2.912 1.891 -0.287 0.16 -0.20 -0.20
H 3.963 1.562 0.992 -0.37 -1.03 -0.10
H 3.799 -0.233 -1.024 1.06 -0.04 -1.14
H 3.455 -1.005 0.474 0.60 -1.33 1.22


# 4
9
Properties=species:S:1:pos:R:3:forces:R:3 method="wB97M-V/def2-TZVPD" energy_ha=-668.532641 largest_force_ev_per_a=6.4 spin_multiplicity=3 total_charge=0
C 0.022 -0.248 -0.080 2.15 -2.36 0.21
C -1.275 0.420 -0.024 0.27 -2.41 3.95
N 0.352 -1.459 0.015 -1.18 3.00 -0.20
O 1.351 1.039 -0.083 -6.30 1.13 -0.28
Cl 2.739 0.167 -0.032 5.64 -2.55 0.20
H -1.053 1.289 0.616 -0.70 -0.55 0.73
H -2.017 -0.438 0.390 1.28 2.62 -1.16
H -1.456 0.939 -0.870 -1.24 0.88 -3.32
H 1.338 -1.709 0.070 0.08 0.24 -0.13


# 5
9
Properties=species:S:1:pos:R:3:forces:R:3 method="wB97M-V/def2-TZVPD" energy_ha=-941.215658 largest_force_ev_per_a=4.8 total_charge=0
C -0.356 1.113 -1.407 3.60 -1.89 -2.25
C -0.394 1.465 -0.196 -1.97 1.78 4.00
C 0.558 -1.390 1.574 -0.83 -0.90 3.16
N 0.770 -1.525 0.430 1.02 -0.19 -3.58
O 0.239 -1.352 2.690 -0.08 0.78 0.62
S 0.718 0.414 -2.521 -0.29 0.22 0.14
I -1.663 2.267 1.249 1.16 -0.63 -0.92
H -1.272 1.226 -1.871 -2.48 0.49 -1.01
H 1.400 -2.219 0.051 -0.13 0.34 -0.15


# 6
21
Properties=species:S:1:pos:R:3:forces:R:3 method="wB97M-V/def2-TZVPD" energy_ha=-382.521952 largest_force_ev_per_a=5.2 total_charge=+2
C 2.109 -1.755 0.232 1.50 -1.43 -0.98
C -2.172 -0.032 1.779 -0.59 -2.20 1.80
C -0.883 0.488 -0.234 0.79 -1.49 -1.70
C 2.002 -1.814 -1.256 0.69 -0.44 0.06
C -1.805 0.583 3.054 -0.33 3.31 0.07
C 0.670 1.525 -1.862 3.64 3.17 -2.00
C -0.426 0.615 -1.564 0.02 0.75 -0.54
N -1.590 0.151 0.637 0.29 1.14 0.66
N 1.345 -0.900 -0.213 -1.35 0.39 0.29
H 2.681 -2.303 0.982 -0.58 0.65 0.42
H -2.891 -0.916 1.733 0.56 1.25 0.27
H 2.831 -1.385 -1.834 -0.53 0.01 0.23
H 1.515 -2.704 -1.701 -0.18 0.90 0.40
H -1.171 -0.079 3.670 0.31 -0.30 -0.42
H -1.310 1.693 2.996 -1.02 -2.92 -0.06
H -2.697 0.626 3.742 0.42 -0.02 -0.78
H 0.861 1.808 -2.969 -1.02 -1.18 1.45
H 0.656 2.541 -1.468 -0.76 -0.09 0.54
H 1.650 1.190 -1.561 0.17 -0.61 0.34
H -1.201 1.014 -2.177 -1.78 0.10 -0.27
H -0.174 -0.344 -1.988 -0.25 -1.00 0.23


Table of energy relative to the best compared isomer or geometry (same formula, charge and spin) (kcal/mol), in record order: 10.6, 43.3, 45.6, 65.1, 106.8, 124.4